# C18H24BF4I2IrN5O

A molecular structure, C18H24BF4I2IrN5O (wB97M-V/def2-TZVPD, OMol25).

- Calculated total energy: -59138.578 eV
- Charge: +1
- <S²>: 6.0417
- Multiplicity: 5
- Relative energy (zero: lowest compared OMol25 entry of this formula, charge and spin): 0.55 kcal/mol

Each line ends with the Mulliken spin population.
Cartesian coordinates (Å):
1 Ir -0.15592 0.24163 0.83462  2.60
2 I -3.45559 -3.30570 -5.46703  0.08
3 C -2.23195 -2.53440 -4.00730  0.28
4 C -0.84302 -2.52880 -4.20739  -0.07
5 C -0.03996 -2.01749 -3.23013  0.17
6 I 2.01519 -2.00355 -3.47055  0.02
7 C -0.58066 -1.46629 -1.99662  0.14
8 O 0.20580 -1.00894 -1.13569  0.38
9 C -2.02967 -1.49385 -1.83108  0.07
10 C -2.72976 -0.90969 -0.63403  0.02
11 N -1.97624 -1.03310 0.62801  0.09
12 C -2.84136 -0.89576 1.81126  -0.01
13 C -2.00179 -0.90579 3.06695  -0.01
14 C -2.56907 -1.12535 4.31281  0.01
15 C -1.75556 -1.10669 5.43139  0.00
16 C -0.39456 -0.88112 5.27409  0.00
17 C 0.09281 -0.67215 4.00084  0.00
18 N -0.69373 -0.68118 2.92117  0.08
19 C -2.79975 -2.03061 -2.82751  -0.06
20 H -0.42367 -2.92965 -5.11897  0.00
21 H -3.69722 -1.41190 -0.53319  0.00
22 H -2.92781 0.14949 -0.80181  0.01
23 H -1.55642 -1.95980 0.66036  0.00
24 H -3.57503 -1.70662 1.84616  0.00
25 H -3.38206 0.04792 1.73190  0.00
26 H -3.63313 -1.30172 4.39582  0.00
27 H -2.17600 -1.26797 6.41470  0.00
28 H 0.27719 -0.86329 6.12001  0.00
29 H 1.14449 -0.48395 3.82600  0.00
30 H -3.87525 -2.06187 -2.70817  0.00
31 C 1.20380 3.24376 -0.44528  0.02
32 N 1.99549 2.15421 -1.01442  0.04
33 C 2.11886 2.16586 -2.46387  0.00
34 C 2.46295 1.15540 -0.25241  -0.01
35 N 1.80687 0.82041 0.86661  0.04
36 N 3.57633 0.49559 -0.62682  0.01
37 C 3.84896 -0.83916 -0.11838  0.00
38 C 4.66331 1.13412 -1.35530  0.00
39 H 1.58408 4.18349 -0.84944  0.00
40 H 1.30719 3.24969 0.63494  0.00
41 H 0.15006 3.15790 -0.70455  0.00
42 H 1.13211 2.35815 -2.88739  0.00
43 H 2.46235 1.19814 -2.81988  0.00
44 H 2.79865 2.94883 -2.80549  0.00
45 H 2.41333 0.39876 1.55664  -0.01
46 H 2.91423 -1.36524 0.06306  0.00
47 H 4.44560 -0.81527 0.79825  0.00
48 H 4.41106 -1.39077 -0.87126  0.00
49 H 4.50849 2.20790 -1.39514  0.00
50 H 4.75190 0.74600 -2.37196  0.00
51 H 5.60056 0.94468 -0.83037  0.00
52 F -3.65672 2.00897 0.46112  0.00
53 B -2.34732 2.45257 0.50730  0.03
54 F -1.71806 1.83726 1.67733  0.05
55 F -2.19159 3.80164 0.55377  0.00
56 F -1.63279 1.89529 -0.61366  0.02


# C18H24F6N9O4S2Zn

A molecular structure, C18H24F6N9O4S2Zn at a distorted geometry (wB97M-V/def2-TZVPD, OMol25).

- Calculated total energy: -127038.109 eV
- Charge: +1
- Multiplicity: 1
- Relative energy (zero: lowest compared OMol25 entry of this formula, charge and spin): 5.52 kcal/mol

Each line ends with the natural charge from an NBO analysis.
Cartesian coordinates (Å):
1 Zn -0.23534 16.81326 -6.12618  1.75
2 C -1.44204 19.84329 -8.27358  0.79
3 F -2.36277 20.51728 -8.91113  -0.29
4 F -0.30272 19.96402 -8.89729  -0.28
5 F -1.37963 20.23523 -7.02501  -0.30
6 S -2.06661 18.02596 -8.26628  2.12
7 O -2.90868 17.97206 -7.09756  -0.92
8 O -2.79219 17.87999 -9.50220  -0.86
9 N -0.63529 17.00972 -8.01158  -1.39
10 S -0.00333 16.61623 -9.41451  2.19
11 O -0.11920 17.57746 -10.47060  -0.87
12 O 1.30606 16.07169 -9.12335  -0.92
13 C -0.98119 15.06609 -10.02858  0.77
14 F -0.14763 14.05578 -10.06220  -0.29
15 F -1.96439 14.81987 -9.15097  -0.33
16 F -1.52867 15.30885 -11.19548  -0.28
17 C -2.31940 12.27493 -11.49785  -0.72
18 C -3.36151 11.41683 -12.05993  0.27
19 N -4.21848 10.76204 -12.45037  -0.29
20 H -2.56979 12.69225 -10.52392  0.24
21 H -2.10444 13.08389 -12.19092  0.25
22 H -1.40886 11.71083 -11.29235  0.25
23 C -4.41079 16.95833 -12.48426  -0.74
24 C -5.36387 16.08434 -11.84688  0.29
25 N -6.10972 15.39301 -11.32361  -0.33
26 H -3.49877 16.46572 -12.82575  0.25
27 H -4.08054 17.70312 -11.75856  0.24
28 H -4.77099 17.50383 -13.35539  0.28
29 C 2.09170 20.91647 -5.65467  -0.74
30 C 1.50800 19.59055 -5.80054  0.52
31 N 1.04012 18.55808 -5.94397  -0.59
32 H 3.15003 20.92927 -5.90903  0.29
33 H 1.95878 21.17130 -4.60323  0.28
34 H 1.57798 21.57857 -6.35026  0.29
35 C 2.48338 12.42998 -9.13833  -0.72
36 C 3.09340 11.10258 -9.06871  0.27
37 N 3.59161 10.07026 -9.04802  -0.31
38 H 1.59789 12.36689 -8.51300  0.24
39 H 2.26517 12.57245 -10.19753  0.26
40 H 3.31239 13.09493 -8.89768  0.26
41 C -5.12788 15.67837 -7.21326  -0.74
42 C -5.35004 15.83821 -5.80139  0.34
43 N -5.48501 16.03907 -4.67788  -0.40
44 H -4.31351 14.97187 -7.36517  0.25
45 H -4.89968 16.64632 -7.65682  0.27
46 H -6.02040 15.35195 -7.74939  0.29
47 C -3.51296 17.71126 -2.95691  -0.73
48 C -2.42037 17.71759 -3.94881  0.56
49 N -1.54226 17.64683 -4.67643  -0.64
50 H -2.93079 17.97335 -2.06958  0.27
51 H -3.98032 16.72934 -2.93175  0.32
52 H -4.25730 18.44464 -3.25919  0.29
53 C -3.04569 20.09361 -11.89850  -0.74
54 C -3.76188 20.10572 -13.16284  0.28
55 N -4.30905 20.00273 -14.16325  -0.31
56 H -2.33266 19.27794 -11.80888  0.26
57 H -3.76381 20.04020 -11.07541  0.25
58 H -2.55662 21.03538 -11.64339  0.26
59 C -5.42768 22.25452 -7.85131  -0.72
60 C -5.34981 23.58662 -8.44024  0.27
61 N -5.24465 24.63036 -8.90376  -0.30
62 H -4.64764 21.63187 -8.30039  0.24
63 H -6.36141 21.71009 -7.95322  0.26
64 H -5.12109 22.21070 -6.80504  0.25


# C24H22FO7

2 unconnected molecules or ions with the total composition C24H22FO7 at a distorted geometry (wB97M-V/def2-TZVPD, OMol25).

- Calculated total energy: -42294.893 eV
- Charge: -1
- Multiplicity: 1
- Relative energy (zero: lowest compared OMol25 entry of this formula, charge and spin): 0.00 kcal/mol

Each line ends with the natural charge from an NBO analysis.
Cartesian coordinates (Å):
1 C -1.75437 -4.00490 -4.61171  -0.62
2 C -1.00964 -2.80286 -4.08991  -0.07
3 O -1.86664 -2.11016 -3.14602  -0.53
4 C -1.30049 -1.02073 -2.56835  0.70
5 C -2.25092 -0.32009 -1.66781  -0.09
6 F -3.42834 -0.94164 -1.45564  -0.37
7 C -2.41080 1.14201 -1.75015  0.70
8 O -1.53465 1.86571 -2.21731  -0.70
9 O -3.60339 1.54838 -1.29100  -0.53
10 C -3.87509 2.97345 -1.32465  -0.07
11 C -5.34417 3.17335 -0.99587  -0.62
12 O -0.14689 -0.70233 -2.73818  -0.70
13 H -1.13249 -4.55494 -5.31254  0.20
14 H -2.02293 -4.70318 -3.82054  0.21
15 H -2.66948 -3.75243 -5.14367  0.20
16 H -0.08576 -3.13779 -3.59604  0.17
17 H -0.72462 -2.12137 -4.90569  0.18
18 H -3.23878 3.45697 -0.56781  0.19
19 H -3.65119 3.39951 -2.31647  0.18
20 H -5.54226 4.24402 -0.89409  0.19
21 H -6.00569 2.79967 -1.78932  0.20
22 H -5.63725 2.67599 -0.06234  0.21
23 C 3.89964 -5.11251 2.69612  -0.25
24 O 3.35217 -4.72300 1.38640  -0.51
25 C 2.58436 -3.61831 1.19940  0.34
26 C 2.19289 -2.78427 2.27195  -0.34
27 C 1.42439 -1.66917 2.02481  -0.11
28 C 1.02012 -1.30325 0.70959  -0.07
29 C 0.40386 -0.02457 0.45218  0.00
30 C 0.69714 1.08677 1.17489  -0.34
31 C -0.09623 2.34684 1.05655  0.55
32 O -1.19449 2.49556 0.53455  -0.51
33 C 0.74644 3.39593 1.73229  -0.12
34 C 1.91667 2.82122 2.24385  -0.04
35 C 2.80939 3.54764 3.01921  -0.21
36 C 2.54010 4.89930 3.24133  -0.21
37 C 1.37735 5.50138 2.71689  -0.21
38 C 0.46900 4.74019 1.97164  -0.17
39 C 1.98081 1.37191 1.89549  0.53
40 O 2.94991 0.64350 2.12429  -0.57
41 C 1.37231 -2.19040 -0.33696  -0.16
42 C 2.13093 -3.31083 -0.11818  -0.28
43 H 4.49354 -6.01394 2.50579  0.20
44 H 4.55201 -4.33431 3.11762  0.18
45 H 3.11195 -5.35514 3.42453  0.18
46 H 2.52868 -3.00749 3.28974  0.21
47 H 1.12778 -1.03649 2.85686  0.21
48 H -0.22077 0.10729 -0.42248  0.28
49 H 3.67721 3.06065 3.45540  0.23
50 H 3.21826 5.49818 3.83880  0.21
51 H 1.17795 6.55949 2.90775  0.21
52 H -0.46003 5.15938 1.59306  0.23
53 H 1.07890 -1.89571 -1.34470  0.26
54 H 2.37359 -3.96251 -0.95358  0.22


# C5H26O10

10 unconnected molecules or ions with the total composition C5H26O10 at a distorted geometry (wB97M-V/def2-TZVPD, OMol25).

- Calculated total energy: -26080.168 eV
- Multiplicity: 1
- Relative energy (zero: lowest compared OMol25 entry of this formula, charge and spin): 101.22 kcal/mol
- SMILES string: C=C/C=C(/C)O.O.O.O.O.O.O.O.O.O

Each line ends with the natural charge from an NBO analysis.
Cartesian coordinates (Å):
1 C -0.04568 2.07653 -2.57459  -0.40
2 C -0.18704 1.02149 -1.76871  -0.20
3 C -1.24090 0.93272 -0.81530  -0.33
4 C -1.48009 -0.08246 0.00359  0.33
5 O -0.77878 -1.22321 -0.03647  -0.76
6 C -2.41638 -0.03096 1.15972  -0.71
7 H 0.74613 2.20079 -3.26586  0.20
8 H -0.70362 2.96604 -2.54946  0.20
9 H 0.40257 0.17410 -1.65974  0.19
10 H -1.83439 1.74549 -0.67098  0.21
11 H -0.33283 -1.43122 0.79888  0.53
12 H -2.34409 -0.61847 2.02771  0.24
13 H -3.49902 -0.31498 1.00386  0.24
14 H -2.35007 0.97072 1.75505  0.21
15 H 0.14035 1.49919 3.65231  0.49
16 H -1.29351 1.16272 3.25866  0.48
17 O -0.50665 0.83193 3.74743  -0.96
18 H 1.47757 1.20819 0.72883  0.50
19 H 1.76381 2.15498 -0.45619  0.49
20 O 1.37588 2.18974 0.42474  -1.00
21 H 1.37249 -0.81009 2.42969  0.51
22 H -0.10706 -0.76040 2.63435  0.48
23 O 0.51575 -1.28841 2.30190  -0.97
24 H 3.02083 1.08147 1.42078  0.49
25 H 3.06101 -0.26134 0.69483  0.51
26 O 2.68797 0.19244 1.45399  -0.99
27 H -1.59905 -2.26444 -2.75622  0.49
28 H -1.25249 -2.40937 -1.29711  0.48
29 O -1.05896 -2.75005 -2.13858  -0.98
30 H 1.33316 -1.09700 -2.31543  0.47
31 H 0.97795 -2.44012 -1.66648  0.51
32 O 1.68577 -1.94740 -2.06190  -0.95
33 H -1.32941 3.01346 1.72977  0.46
34 H 0.10320 2.79348 1.36645  0.51
35 O -0.51325 2.70421 2.16751  -1.00
36 H 2.91754 -1.68784 -0.89316  0.51
37 H 3.75326 -2.17546 0.38378  0.48
38 O 3.65148 -1.45862 -0.28186  -0.99
39 H -2.48834 0.08422 -3.07568  0.47
40 H -2.74199 -0.67478 -1.81192  0.47
41 O -2.93090 -0.70229 -2.76365  -0.94


> Which value of calculated total energy does entry 3 give?

-42294.893 eV


> Number 1 is which compound?

C18H24BF4I2IrN5O


Repeat the first record exactly.
# C18H24BF4I2IrN5O

A molecular structure, C18H24BF4I2IrN5O (wB97M-V/def2-TZVPD, OMol25).

- Calculated total energy: -59138.578 eV
- Charge: +1
- <S²>: 6.0417
- Multiplicity: 5
- Relative energy (zero: lowest compared OMol25 entry of this formula, charge and spin): 0.55 kcal/mol

Each line ends with the Mulliken spin population.
Cartesian coordinates (Å):
1 Ir -0.15592 0.24163 0.83462  2.60
2 I -3.45559 -3.30570 -5.46703  0.08
3 C -2.23195 -2.53440 -4.00730  0.28
4 C -0.84302 -2.52880 -4.20739  -0.07
5 C -0.03996 -2.01749 -3.23013  0.17
6 I 2.01519 -2.00355 -3.47055  0.02
7 C -0.58066 -1.46629 -1.99662  0.14
8 O 0.20580 -1.00894 -1.13569  0.38
9 C -2.02967 -1.49385 -1.83108  0.07
10 C -2.72976 -0.90969 -0.63403  0.02
11 N -1.97624 -1.03310 0.62801  0.09
12 C -2.84136 -0.89576 1.81126  -0.01
13 C -2.00179 -0.90579 3.06695  -0.01
14 C -2.56907 -1.12535 4.31281  0.01
15 C -1.75556 -1.10669 5.43139  0.00
16 C -0.39456 -0.88112 5.27409  0.00
17 C 0.09281 -0.67215 4.00084  0.00
18 N -0.69373 -0.68118 2.92117  0.08
19 C -2.79975 -2.03061 -2.82751  -0.06
20 H -0.42367 -2.92965 -5.11897  0.00
21 H -3.69722 -1.41190 -0.53319  0.00
22 H -2.92781 0.14949 -0.80181  0.01
23 H -1.55642 -1.95980 0.66036  0.00
24 H -3.57503 -1.70662 1.84616  0.00
25 H -3.38206 0.04792 1.73190  0.00
26 H -3.63313 -1.30172 4.39582  0.00
27 H -2.17600 -1.26797 6.41470  0.00
28 H 0.27719 -0.86329 6.12001  0.00
29 H 1.14449 -0.48395 3.82600  0.00
30 H -3.87525 -2.06187 -2.70817  0.00
31 C 1.20380 3.24376 -0.44528  0.02
32 N 1.99549 2.15421 -1.01442  0.04
33 C 2.11886 2.16586 -2.46387  0.00
34 C 2.46295 1.15540 -0.25241  -0.01
35 N 1.80687 0.82041 0.86661  0.04
36 N 3.57633 0.49559 -0.62682  0.01
37 C 3.84896 -0.83916 -0.11838  0.00
38 C 4.66331 1.13412 -1.35530  0.00
39 H 1.58408 4.18349 -0.84944  0.00
40 H 1.30719 3.24969 0.63494  0.00
41 H 0.15006 3.15790 -0.70455  0.00
42 H 1.13211 2.35815 -2.88739  0.00
43 H 2.46235 1.19814 -2.81988  0.00
44 H 2.79865 2.94883 -2.80549  0.00
45 H 2.41333 0.39876 1.55664  -0.01
46 H 2.91423 -1.36524 0.06306  0.00
47 H 4.44560 -0.81527 0.79825  0.00
48 H 4.41106 -1.39077 -0.87126  0.00
49 H 4.50849 2.20790 -1.39514  0.00
50 H 4.75190 0.74600 -2.37196  0.00
51 H 5.60056 0.94468 -0.83037  0.00
52 F -3.65672 2.00897 0.46112  0.00
53 B -2.34732 2.45257 0.50730  0.03
54 F -1.71806 1.83726 1.67733  0.05
55 F -2.19159 3.80164 0.55377  0.00
56 F -1.63279 1.89529 -0.61366  0.02